Entry from the OMol25 dataset: a molecular structure, CsH30O19P (the ωB97M-V functional and the def2-TZVPD basis).

Output
HOMO-LUMO gap = 6.61 eV
LUMO energy = 3.125 eV
charge = -2
relative energy (zero: lowest compared OMol25 entry of this formula, charge and spin) = 172.2 kJ/mol

Each line ends with the Mulliken charge.
Element x y z (Å)
Cs -3.43286 -1.14741 -2.05442  1.13
P -0.24683 -0.10862 -0.25640  -0.80
O -1.60441 0.60269 0.20424  0.29
O 0.44676 -0.70843 1.01808  -0.73
O 0.64257 1.02799 -0.87841  0.81
O -0.57039 -1.24179 -1.33291  -0.54
O -1.39407 -1.66909 2.43155  -0.95
H -1.55573 -1.16099 3.22649  0.31
H -0.67503 -1.21121 1.99615  0.69
O -3.70144 -0.44483 1.38708  -0.72
H -3.13918 -1.02243 1.90329  0.43
H -3.09299 0.08275 0.86968  0.16
O -1.50684 2.63191 1.86716  -0.77
H -0.72825 2.30880 2.32062  0.49
H -1.68406 1.97328 1.19557  0.27
O -0.46604 3.15388 -1.65977  -0.78
H -0.17250 2.31791 -1.29752  -0.01
H -1.37564 3.23372 -1.37257  0.37
O -1.45715 -3.12105 0.07667  -0.72
H -0.93588 -2.51076 -0.44492  0.11
H -1.37410 -2.80075 0.97485  0.50
O 0.41675 1.04241 2.87749  -0.68
H 0.85347 0.54631 3.56987  0.20
H 0.30139 0.41183 2.16666  0.13
O 1.66609 2.82246 1.14304  -0.76
H 1.23206 2.47657 0.36316  0.39
H 1.57743 2.12743 1.79519  0.36
O -3.06584 2.26483 -1.21204  -0.73
H -2.46842 1.67694 -0.74974  0.23
H -3.86206 2.26424 -0.68075  0.35
O 2.33980 -1.15284 -2.09296  -0.70
H 2.23089 -1.89187 -1.49445  0.65
H 1.76996 -0.47056 -1.73800  0.07
O -0.26722 0.55333 -3.50629  -0.71
H 0.20157 1.17957 -2.95466  0.42
H -0.64202 -0.07585 -2.88994  0.10
O 2.95740 0.23776 0.43429  -0.73
H 3.12936 0.62290 -0.42497  0.48
H 2.00836 0.11505 0.45671  -0.06
O -0.47635 -2.75709 -3.36159  -0.71
H -0.37715 -2.08770 -2.68461  0.49
H -0.32529 -3.58460 -2.90481  0.32
O 2.41976 -1.64908 2.94211  -0.68
H 2.27740 -0.98720 3.61879  0.28
H 1.98510 -1.29598 2.16582  0.19
O 2.75200 1.94957 -2.00727  -0.74
H 2.59075 2.87632 -2.18437  0.30
H 1.92374 1.62514 -1.65377  0.21
O 1.86398 -3.05180 -0.02832  -0.74
H 1.24803 -2.33811 0.13743  0.22
H 1.76297 -3.63548 0.72358  0.31